Record 1
Formula: C43H62BN5O5PPtS
Source: the Open Molecules 2025 dataset
Level of theory: ωB97M-V with the def2-TZVPD basis set

Results
HOMO: -4.94 eV
LUMO: 0.0836 hartree
frontier orbital gap: 7.215 eV
E: -87337.43544 eV
largest force on an atom: 1.157 eV Å⁻¹

Structure (ORCA input):
```
! RIJCOSX wB97M-V def2-TZVPD def2/J DEFGRID3
* xyz -1 1
Pt -0.42 -0.28 -1.48
S -1.18 -1.86 -4.28
P 0.10 0.59 3.02
O -0.12 -1.78 -3.26
O -3.40 0.92 -4.99
O 1.49 0.38 -1.87
O 0.16 0.67 1.53
O -1.58 -3.21 -4.56
N -2.36 -0.86 -3.96
N -1.65 1.38 -1.12
N -3.15 -1.20 -0.46
N -1.92 -1.52 -0.89
N -2.94 1.27 -0.73
C 1.85 -0.51 6.14
C 1.99 -2.22 4.31
C 0.41 3.83 2.09
C 2.32 -1.13 3.30
C -1.81 2.63 3.57
C 2.16 0.59 5.13
C -2.54 0.07 -4.94
C -0.23 0.46 -7.99
C -2.91 -1.60 4.98
C -1.30 0.74 -7.15
C 0.63 -0.60 -7.72
C -1.52 -0.94 4.91
C 0.71 2.19 -4.09
C -0.38 2.17 3.85
C -1.99 3.14 2.14
C -1.94 -2.81 -1.24
C 2.98 -1.92 -1.06
C 0.60 3.31 3.51
C -1.48 -0.05 -6.03
C 2.26 -0.17 -2.81
C -3.61 2.36 -1.08
C -1.88 -3.05 3.19
C -3.19 -2.50 3.77
C 2.53 0.42 -4.07
C -3.21 -3.34 -1.02
C 2.14 1.84 -4.42
C 3.09 2.81 -3.72
C 2.46 -1.83 5.71
C 2.96 -1.36 -2.47
C 3.90 -1.48 -4.69
C 3.59 -0.90 -0.08
C -0.61 -1.09 -5.77
C 1.68 -2.49 -0.52
C -1.06 -1.90 2.60
C 1.79 0.25 3.68
C -1.20 -0.62 3.45
C -3.94 -2.27 -0.54
C 0.46 -1.40 -6.59
C -2.75 3.23 -1.71
C -1.03 4.28 1.86
C 3.32 -0.26 -4.98
C -1.54 2.57 -1.71
C 3.74 -2.00 -3.42
B -3.43 0.16 0.22
H 1.98 -1.40 2.30
H -4.66 2.44 -0.83
H -0.07 1.06 -8.87
H -0.29 1.94 4.92
H 3.68 -2.77 -1.12
H 1.11 4.66 1.91
H -4.96 -2.19 -0.21
H -1.06 -3.28 -1.64
H -2.98 -2.19 5.91
H 3.41 -1.06 3.23
H -1.25 5.12 2.53
H 2.22 -2.62 6.43
H -1.51 -0.05 5.54
H -3.54 -4.34 -1.21
H -2.79 0.22 1.23
H 3.75 -1.36 0.89
H 0.39 4.13 4.22
H 4.13 2.61 -4.00
H 3.24 0.77 5.15
H -2.54 1.85 3.80
H 0.76 -0.62 6.24
H 0.91 -2.39 4.34
H 4.55 -0.55 -0.45
H 1.31 -3.29 -1.16
H 0.90 -1.72 -0.43
H -2.97 4.20 -2.14
H -0.02 -2.20 2.48
H 1.83 -2.90 0.48
H 1.14 -2.20 -6.36
H -1.98 1.56 -7.34
H 4.23 -2.92 -3.14
H 1.70 1.53 5.44
H 2.32 0.96 3.04
H -1.41 -1.67 1.59
H 1.63 3.02 3.68
H -1.78 2.32 1.45
H -3.67 -0.83 5.05
H -3.69 -1.93 2.99
H 4.50 -2.00 -5.43
H 2.29 1.94 -5.50
H -0.59 2.89 -2.10
H -3.02 3.45 1.98
H 1.47 -0.79 -8.38
H 0.63 2.22 -3.01
H 3.48 0.20 -5.95
H 2.44 -3.17 4.00
H -1.32 -3.57 3.97
H -2.07 -0.08 3.05
H 2.23 -0.21 7.12
H 3.00 2.70 -2.64
H -3.86 -3.31 4.05
H 2.93 -0.05 0.03
H 2.86 3.84 -3.99
H -0.01 1.47 -4.46
H -4.61 0.27 0.40
H -2.02 3.45 4.27
H 0.44 3.18 -4.49
H 3.55 -1.73 5.70
H 0.66 3.04 1.38
H -1.16 4.64 0.84
H -0.77 -1.62 5.31
H -2.08 -3.78 2.41
*
```

=====

Record 2
Formula: C43H63Br4CrN5O6PSSi2
Source: the Open Molecules 2025 dataset
Level of theory: ωB97M-V with the def2-TZVPD basis set

Results
HOMO (alpha / beta): -4.67 / -4.86 eV
LUMO (alpha / beta): 0.0550 / 0.0541 hartree
frontier orbital gap (alpha / beta): 6.168 / 6.328 eV
expectation value of S²: 6.041
E: -409827.86913 eV
largest force on an atom: 3.147 eV Å⁻¹

Structure (ORCA input):
```
! RIJCOSX wB97M-V def2-TZVPD def2/J DEFGRID3
* xyz -1 5
Br -1.93 3.88 5.14
Br -0.68 -1.71 4.85
Br -0.81 4.18 1.99
Br -1.96 0.88 6.55
Cr 0.55 -0.29 0.19
S 1.12 0.49 -1.98
P -1.82 2.54 -1.61
Si 3.03 1.13 -2.56
Si -1.55 -2.58 -0.52
O 3.41 2.66 -2.17
O -0.02 -0.86 1.98
O 2.88 1.02 1.02
O -0.07 1.45 0.87
O 4.18 0.18 -1.87
O 3.15 1.09 -4.21
N -3.13 2.93 -4.10
N 2.41 0.02 0.76
N -4.53 3.24 -2.11
N -2.87 4.93 -2.72
N 1.26 -2.43 -0.27
C -2.81 4.35 -4.06
C -2.09 2.14 -3.42
C -3.80 -4.15 -1.47
C -2.54 -3.04 -3.17
C 1.48 -3.15 1.03
C 6.30 0.79 -2.88
C -0.90 2.50 2.85
C -2.09 -3.36 1.11
C -3.42 -3.24 3.13
C 3.13 -3.80 -1.29
C -1.41 -0.76 -0.54
C 5.76 1.48 -0.53
C -0.87 0.00 4.05
C -3.65 2.50 -1.19
C -2.93 -2.65 1.97
C 3.70 -1.14 -4.97
C -1.80 4.40 -1.87
C 2.66 3.89 -2.23
C 3.38 0.79 -6.52
C -3.08 -4.55 3.45
C -4.43 2.72 -3.47
C 3.32 -4.55 0.05
C -4.64 -4.68 -2.44
C -4.18 4.66 -2.14
C -3.37 -3.57 -4.14
C -0.49 1.40 2.11
C 1.90 4.05 -0.92
C 3.68 5.00 -2.40
C 1.42 -0.19 -5.35
C 2.90 0.14 -5.24
C 2.51 -2.42 -1.07
C -2.25 -5.27 2.60
C -1.34 1.11 4.78
C 6.10 -0.93 -1.07
C -4.42 -4.40 -3.78
C -2.72 -3.33 -1.81
C 2.91 -3.65 1.22
C -0.47 0.12 2.73
C -1.34 2.36 4.18
C -1.76 -4.68 1.44
C 5.58 0.39 -1.59
C 1.70 3.88 -3.42
C 0.19 -3.10 -1.07
H 5.93 -1.72 -1.80
H -5.07 -4.82 -4.54
H 1.21 -2.50 1.86
H 4.25 4.86 -3.32
H 3.42 -1.56 -4.00
H 5.59 -1.20 -0.14
H -5.19 3.23 -4.08
H -5.47 -5.32 -2.15
H 3.18 5.97 -2.43
H 2.69 -5.45 0.07
H 2.52 -4.38 -1.97
H 0.82 -4.01 1.08
H 3.51 -1.87 -5.75
H 5.15 1.27 0.34
H 2.96 -4.20 2.16
H -3.53 4.88 -4.69
H -1.45 -0.39 -1.57
H 1.25 -0.88 -6.18
H 5.46 2.45 -0.93
H 7.18 -0.87 -0.87
H 2.24 3.66 -4.34
H 0.27 -2.72 -2.09
H 4.42 1.11 -6.42
H -3.46 -5.00 4.35
H -1.81 4.50 -4.46
H -4.64 1.65 -3.46
H -3.78 2.91 -0.19
H -4.21 5.05 -1.12
H 7.35 1.01 -2.67
H -1.14 2.29 -3.95
H -3.21 -3.32 -5.19
H -0.84 4.68 -2.31
H 2.59 3.99 -0.08
H -1.72 -2.38 -3.47
H -2.17 -0.23 0.04
H 2.29 -1.95 -2.03
H 4.10 -3.64 -1.78
H -3.98 1.46 -1.16
H -1.86 4.88 -0.89
H 1.20 4.84 -3.51
H 4.35 -4.88 0.17
H 0.35 -4.18 -1.12
H 4.38 4.99 -1.56
H 3.30 0.09 -7.36
H 3.23 -1.77 -0.59
H 0.95 3.09 -3.27
H 6.24 -0.01 -3.61
H -4.07 -2.67 3.79
H 6.81 1.53 -0.23
H -3.20 -1.63 1.73
H 1.16 3.25 -0.80
H -1.14 -5.26 0.77
H 3.60 -2.81 1.30
H 5.83 1.68 -3.30
H 2.77 1.67 -6.74
H -2.34 1.08 -3.50
H -3.98 -4.38 -0.42
H 4.77 -0.92 -4.95
H -4.93 5.18 -2.74
H -1.98 -6.29 2.84
H 1.05 -0.64 -4.42
H 0.84 0.72 -5.52
H 1.38 5.01 -0.89
*
```

=====

Record 3
Formula: C43H63CrNO3Se
Source: the Open Molecules 2025 dataset
Level of theory: ωB97M-V with the def2-TZVPD basis set

Results
HOMO (alpha / beta): -10.35 / -10.30 eV
LUMO (alpha / beta): -0.1436 / -0.0978 hartree
frontier orbital gap (alpha / beta): 6.438 / 7.635 eV
expectation value of S²: 3.811
E: -147012.03024 eV
largest force on an atom: 0.716 eV Å⁻¹

Structure (ORCA input):
```
! RIJCOSX wB97M-V def2-TZVPD def2/J DEFGRID3
* xyz 1 4
Se 0.67 -1.56 -0.54
Cr -0.74 0.38 0.21
O -2.04 -0.40 -0.83
O -0.97 -0.59 1.75
O -1.01 2.02 -0.91
N -0.39 3.18 -2.73
C -2.14 -2.81 5.38
C -1.71 -5.52 -3.32
C 0.33 -2.46 1.12
C -3.05 -6.01 -3.88
C 1.45 0.98 2.08
C -3.37 3.31 -2.51
C -3.19 -2.25 -1.86
C -4.57 -1.60 -1.68
C -0.55 -1.83 2.01
C -1.16 3.01 -1.63
C -4.84 -1.38 -0.19
C 2.99 -0.91 2.72
C -2.34 3.92 -1.52
C 0.85 -3.72 1.35
C 3.60 1.64 -1.57
C -0.70 -3.55 -2.11
C -0.44 2.04 -3.66
C 1.78 2.25 0.07
C -4.60 -0.26 -2.42
C -0.81 -2.32 -1.50
C -0.37 -3.78 3.38
C -0.71 -5.42 -4.49
C -0.92 -2.51 3.18
C 2.54 0.16 1.77
C 0.67 -6.73 1.62
C -2.87 2.90 -3.91
C -1.92 1.69 -3.96
C 0.51 -4.41 2.50
C -1.20 -6.55 -2.30
C -2.03 -1.63 -1.38
C -1.89 -1.89 4.19
C -1.83 -4.16 -2.64
C 3.22 0.40 0.59
C -5.69 -2.48 -2.24
C -3.24 -1.62 3.51
C 0.12 3.09 1.79
C 1.08 2.05 1.27
C -3.04 -3.49 -2.48
C 0.61 -6.39 4.08
C 2.84 1.42 -0.29
C 1.09 -5.79 2.76
C -1.30 -0.57 4.73
C 2.62 -5.70 2.80
H 4.60 2.03 -1.36
H -2.75 3.94 -0.51
H -3.79 -6.15 -3.09
H 0.08 1.19 -3.22
H 1.52 3.08 -0.58
H -2.43 3.76 -4.42
H 3.03 -5.32 1.87
H -3.93 -3.97 -2.87
H -0.41 -6.80 1.55
H -2.58 -3.76 5.08
H 0.90 -5.78 4.93
H 0.66 3.82 2.39
H -4.07 -0.76 0.27
H -4.87 -2.34 0.34
H -1.12 -7.53 -2.76
H -1.23 0.18 3.95
H -3.92 -1.15 4.22
H -0.22 -6.28 -1.92
H -1.88 -6.62 -1.45
H -1.93 -0.19 5.53
H 3.09 2.36 -2.21
H -1.04 -4.69 -5.22
H 1.05 -7.38 4.21
H -0.63 4.04 -3.21
H -0.48 -6.52 4.09
H -5.80 -0.89 -0.06
H -3.80 2.42 -2.03
H -0.38 3.63 0.99
H 0.28 -5.13 -4.14
H -3.13 -0.96 2.65
H -3.69 -2.55 3.17
H -5.59 0.20 -2.32
H 2.95 -5.03 3.61
H -4.40 -0.39 -3.49
H 3.84 -0.56 3.31
H 0.92 0.82 3.02
H -3.45 -5.31 -4.62
H -2.07 4.93 -1.82
H 1.07 -7.73 1.79
H 0.10 2.33 -4.56
H -1.98 1.22 -4.94
H 1.05 -6.39 0.65
H -0.30 -0.74 5.15
H -1.23 -3.01 5.95
H -2.84 -2.33 6.06
H -4.19 4.03 -2.61
H 3.30 -1.81 2.19
H -2.26 0.94 -3.24
H -5.73 -3.45 -1.75
H -0.64 2.65 2.44
H -0.64 -4.30 4.28
H 3.06 -6.68 2.99
H 1.52 -4.16 0.62
H 3.72 0.71 -2.12
H -5.61 -2.62 -3.32
H -3.76 2.65 -4.49
H -3.86 0.42 -2.01
H -0.62 -6.39 -4.98
H 4.06 -0.23 0.32
H 0.27 -4.03 -2.17
H 2.19 -1.19 3.42
H -6.65 -1.98 -2.05
H -2.90 -6.97 -4.37
*
```

=====

Record 4
Formula: C43H64N10OPRbS2
Source: the Open Molecules 2025 dataset
Level of theory: ωB97M-V with the def2-TZVPD basis set

Results
HOMO: -1.78 eV
LUMO: 0.1275 hartree
frontier orbital gap: 5.249 eV
E: -94192.86964 eV
largest force on an atom: 2.550 eV Å⁻¹

Structure (ORCA input):
```
! RIJCOSX wB97M-V def2-TZVPD def2/J DEFGRID3
* xyz -2 1
Rb -0.08 0.37 0.17
S 1.75 3.55 0.60
S -2.08 -0.63 -2.57
P 3.81 -0.88 0.22
O 1.41 0.52 3.40
N 1.01 0.54 -3.22
N -2.91 -0.37 5.41
N -2.21 -1.52 5.38
N -0.44 -2.35 2.22
N -1.28 3.13 1.34
N 0.61 -4.46 3.81
N 0.84 -2.36 -2.55
N -1.82 -0.24 3.56
N -3.29 1.22 -0.40
N -0.52 2.55 -2.06
C -3.68 -4.13 -1.10
C -5.59 -5.58 -0.69
C -4.73 -4.92 -1.56
C -1.90 5.31 0.38
C -4.07 1.04 -1.59
C -3.57 0.09 0.50
C 4.18 1.24 -1.58
C 0.67 5.75 -0.49
C 6.32 0.39 -0.70
C 1.85 -1.78 -3.45
C 1.28 -3.96 2.72
C -1.54 -1.42 4.23
C -2.35 -3.32 0.83
C 0.54 2.94 -2.98
C 4.48 -2.61 0.22
C 0.39 4.59 0.26
C 4.88 0.00 -1.04
C -4.35 -4.68 1.15
C 3.61 -3.49 -0.67
C 0.84 1.81 -3.93
C 5.94 -2.85 -0.11
C -5.61 0.60 -3.94
C -0.71 -2.45 3.67
C -6.12 1.36 -2.90
C 4.13 1.23 2.03
C -3.57 0.23 -2.66
C -5.35 1.56 -1.74
C 4.30 -0.28 1.92
C -0.96 4.34 0.65
C -4.35 0.06 -3.82
C -0.32 6.64 -0.85
C -0.30 -3.60 4.31
C -1.45 -2.92 1.50
C 0.88 -2.89 1.97
C -3.47 -4.05 0.27
C -3.50 2.53 0.19
C 5.63 -0.73 2.52
C 1.38 -0.52 -4.15
C -5.39 -5.45 0.68
C -0.75 3.21 2.70
C -1.62 6.43 -0.38
C -2.71 2.83 1.45
C -2.69 0.37 4.33
H -0.08 7.49 -1.46
H -6.18 0.45 -4.85
H -7.10 1.79 -2.96
H 2.76 -1.52 -2.90
H -3.17 1.31 4.13
H -0.91 2.24 3.17
H 4.92 -0.75 -1.86
H -2.42 7.13 -0.60
H 2.25 -4.41 2.51
H 3.16 1.56 1.66
H 4.33 -2.93 1.25
H 1.09 -2.26 -1.59
H 6.20 -2.57 -1.15
H 3.49 -0.71 2.54
H -2.79 1.97 2.12
H 0.11 0.30 -2.80
H -4.56 2.66 0.47
H -4.92 -4.99 -2.62
H 2.21 -2.50 -4.21
H 0.31 3.47 2.66
H 2.21 -0.18 -4.75
H -3.93 -0.56 -4.61
H 2.57 -3.50 -0.35
H 3.96 -4.52 -0.70
H -0.09 -2.01 -2.75
H -3.49 -0.84 -0.05
H 0.03 1.74 -4.71
H 6.76 0.95 -1.54
H 5.69 -1.82 2.59
H -3.56 -0.19 6.15
H -4.57 0.18 0.95
H 0.57 -0.78 -4.86
H -1.31 2.18 -2.54
H 1.44 3.14 -2.37
H -1.28 4.01 3.25
H -6.04 -5.94 1.38
H 1.70 5.91 -0.78
H 5.74 -0.38 3.56
H -6.38 -6.18 -1.12
H -0.69 -3.82 5.30
H 0.31 3.84 -3.57
H 3.15 1.05 -1.86
H 6.16 -3.93 -0.04
H -3.23 3.66 1.95
H 3.60 -3.17 -1.72
H 4.17 1.54 3.09
H 4.19 2.08 -0.87
H 6.63 -2.35 0.57
H -0.82 3.33 -1.48
H 6.50 -0.42 1.93
H 6.28 1.07 0.17
H 1.80 1.99 -4.45
H 4.70 1.60 -2.46
H -5.79 2.15 -0.93
H -3.06 -3.62 -1.82
H -3.28 3.28 -0.57
H 0.67 -0.09 3.40
H 6.99 -0.45 -0.44
H -2.92 5.18 0.72
H 4.92 1.77 1.49
H -2.82 0.07 1.33
H -4.18 -4.57 2.21
H 1.51 -2.40 1.21
H 1.06 1.35 3.07
*
```

=====

Number 1: molar mass 997.93 g/mol. Number 2: molar mass 1236.83 g/mol. Number 3: molar mass 772.94 g/mol. Number 4: molar mass 917.63 g/mol.